{"formula": "C60H56ClInN4O4P2S2", "method": "the ωB97M-V functional and the def2-TZVPD basis", "gap_ev": 7.061, "max_force_ev_per_a": 1.51, "e_lumo_ha": 0.01116, "total_energy_ha": -4969.531232, "charge": 0, "species": ["In", "N", "C", "S", "N", "N", "C", "C", "C", "C", "C", "C", "C", "O", "H", "H", "H", "H", "H", "H", "H", "O", "P", "C", "P", "O", "C", "C", "C", "C", "C", "C", "C", "C", "C", "C", "C", "C", "C", "C", "C", "C", "C", "C", "C", "C", "C", "C", "C", "C", "H", "H", "H", "H", "H", "H", "H", "H", "H", "H", "H", "H", "H", "H", "H", "H", "H", "H", "H", "H", "H", "H", "Cl", "C", "C", "C", "C", "C", "C", "C", "H", "H", "H", "H", "H", "H", "C", "C", "C", "C", "N", "C", "C", "H", "H", "H", "H", "H", "H", "H", "O", "S", "C", "C", "C", "C", "C", "C", "C", "C", "C", "C", "C", "C", "C", "C", "H", "H", "H", "H", "H", "H", "H", "H", "H", "H", "H", "H", "H", "H"], "positions_angstrom": [[-0.658, 0.487, 0.536], [-0.664, 4.337, 3.038], [-0.893, 3.232, 2.270], [0.402, 2.071, 2.260], [-2.047, 3.176, 1.683], [-2.274, 2.126, 0.851], [-3.482, 1.967, 0.455], [-3.939, 0.929, -0.450], [-5.319, 0.694, -0.525], [-5.858, -0.242, -1.381], [-5.005, -0.970, -2.211], [-3.644, -0.757, -2.168], [-3.062, 0.183, -1.290], [-1.769, 0.382, -1.337], [0.085, 4.293, 3.703], [-1.459, 4.917, 3.249], [-4.233, 2.661, 0.839], [-5.973, 1.269, 0.123], [-6.927, -0.405, -1.419], [-5.413, -1.704, -2.895], [-2.973, -1.314, -2.811], [1.162, -1.372, 1.488], [2.122, -2.492, 1.365], [3.369, -2.169, 0.038], [2.599, -2.377, -1.621], [1.191, -1.947, -1.696], [2.820, -4.102, -2.133], [4.051, -4.749, -2.078], [4.156, -6.064, -2.497], [3.039, -6.727, -2.988], [1.820, -6.073, -3.076], [1.710, -4.757, -2.651], [3.715, -1.491, -2.751], [4.954, -0.973, -2.396], [5.747, -0.360, -3.356], [5.315, -0.279, -4.671], [4.077, -0.798, -5.030], [3.279, -1.397, -4.071], [1.403, -4.113, 1.004], [2.156, -5.286, 1.046], [1.555, -6.503, 0.784], [0.203, -6.555, 0.472], [-0.538, -5.388, 0.402], [0.056, -4.164, 0.671], [3.124, -2.660, 2.870], [2.692, -1.937, 3.977], [3.400, -1.994, 5.168], [4.537, -2.783, 5.261], [4.974, -3.503, 4.158], [4.277, -3.436, 2.963], [4.262, -2.787, 0.128], [3.621, -1.113, 0.166], [4.927, -4.220, -1.720], [5.111, -6.572, -2.452], [3.122, -7.759, -3.306], [0.954, -6.584, -3.477], [0.768, -4.227, -2.704], [5.307, -1.040, -1.375], [6.710, 0.047, -3.073], [5.946, 0.181, -5.420], [3.741, -0.734, -6.057], [2.305, -1.800, -4.326], [3.209, -5.254, 1.289], [2.144, -7.411, 0.818], [-0.265, -7.511, 0.276], [-1.586, -5.428, 0.140], [-0.509, -3.244, 0.620], [1.809, -1.317, 3.880], [3.068, -1.418, 6.021], [5.091, -2.828, 6.189], [5.865, -4.113, 4.226], [4.650, -3.983, 2.106], [-2.395, -6.383, 3.618], [-2.296, -4.721, 3.112], [-3.133, -4.259, 2.111], [-3.050, -2.936, 1.709], [-2.145, -2.049, 2.306], [-2.128, -0.631, 1.933], [-1.317, -2.551, 3.316], [-1.381, -3.874, 3.716], [-3.851, -4.928, 1.654], [-3.710, -2.567, 0.932], [-1.935, 0.009, 2.794], [-3.051, -0.347, 1.438], [-0.613, -1.878, 3.791], [-0.735, -4.249, 4.499], [3.701, 2.998, -3.712], [2.806, 2.297, -2.733], [1.704, 1.566, -3.154], [0.891, 0.951, -2.220], [1.128, 1.020, -0.911], [2.188, 1.710, -0.494], [3.044, 2.359, -1.363], [3.360, 2.830, -4.733], [4.724, 2.630, -3.622], [3.715, 4.072, -3.519], [1.467, 1.492, -4.207], [0.018, 0.383, -2.500], [2.346, 1.752, 0.574], [3.877, 2.927, -0.971], [-0.638, 3.222, -1.293], [-1.957, 3.161, -1.968], [-2.530, 4.926, -1.882], [-3.950, 5.198, -2.307], [-4.978, 4.308, -1.996], [-6.289, 4.590, -2.340], [-6.601, 5.770, -2.996], [-5.588, 6.662, -3.314], [-4.275, 6.375, -2.975], [-1.470, 3.100, -3.763], [-2.533, 3.441, -4.751], [-3.697, 2.678, -4.820], [-4.693, 2.998, -5.726], [-4.534, 4.076, -6.586], [-3.373, 4.830, -6.537], [-2.380, 4.512, -5.624], [-1.807, 5.538, -2.424], [-2.421, 5.134, -0.814], [-4.742, 3.380, -1.499], [-7.070, 3.880, -2.097], [-7.627, 5.995, -3.259], [-5.822, 7.586, -3.828], [-3.487, 7.074, -3.231], [-1.161, 2.059, -3.873], [-0.597, 3.749, -3.835], [-3.817, 1.833, -4.148], [-5.594, 2.399, -5.768], [-5.314, 4.325, -7.295], [-3.237, 5.663, -7.216], [-1.469, 5.099, -5.593]]}